Computed, not measured: a 2-piece molecular cluster, C4H14N overall, with ωB97M-V/def2-TZVPD.

```
! RIJCOSX wB97M-V def2-TZVPD def2/J DEFGRID3
* xyz 0 2
C -2.976 1.498 -0.126
N -2.278 0.739 0.958
H -2.227 2.140 -0.580
H -3.774 2.133 0.232
H -3.266 0.794 -0.901
H -2.598 -0.256 1.118
H -1.292 0.588 0.685
H -2.359 1.223 1.895
C 2.732 -1.690 -0.768
C 2.206 -0.274 -0.499
C 0.903 -0.315 0.317
H 2.171 -2.142 -1.585
H 3.783 -1.660 -1.038
H 2.592 -2.288 0.130
H 2.887 0.407 0.004
H 1.931 0.194 -1.443
H 0.051 -0.486 -0.342
H 0.771 0.560 0.953
H 0.746 -1.166 0.990
*
```

Molecular weight   76.2 g/mol
Relative energy (zero: lowest compared OMol25 entry of this formula, charge and spin)   14.5 kcal/mol
Total energy   -215.409036 Eh
Orbital gap (alpha / beta)   4.65 / 12.21 eV
LUMO energy (alpha / beta)   0.038 / 0.023 Ha
Strongest force on any atom   1.04 eV/A

---

Computed, not measured: a 2-piece molecular cluster, C4H14N overall, with ωB97M-V/def2-TZVPD.

```
! RIJCOSX wB97M-V def2-TZVPD def2/J DEFGRID3
* xyz 0 2
C -1.899 1.856 -0.165
C -1.311 2.996 0.646
H -2.797 1.483 0.325
H -2.142 2.142 -1.184
H -1.219 1.001 -0.224
H -0.380 3.384 0.253
H -1.157 2.712 1.698
H -1.997 3.843 0.712
C 0.763 -1.247 0.196
C 1.254 -0.699 -1.133
N 1.128 -2.677 0.367
H 1.201 -0.696 1.022
H -0.316 -1.183 0.233
H 1.368 -1.453 -1.906
H 2.200 -0.168 -1.074
H 2.174 -2.756 0.432
H 0.686 -3.097 1.223
H 0.807 -3.240 -0.452
H 0.518 -0.004 -1.536
*
```

Molecular weight   76.2 g/mol
Relative energy (zero: lowest compared OMol25 entry of this formula, charge and spin)   5.9 kcal/mol
Total energy   -215.422716 Eh
Orbital gap (alpha / beta)   4.70 / 12.86 eV
LUMO energy (alpha / beta)   0.036 / 0.029 Ha
Strongest force on any atom   0.76 eV/A

---

Computed, not measured: a 2-piece molecular cluster, C4H14N overall, with ωB97M-V/def2-TZVPD.

```
! RIJCOSX wB97M-V def2-TZVPD def2/J DEFGRID3
* xyz 1 1
C 1.636 -2.459 0.151
C 2.036 -1.702 -1.102
H 0.655 -2.160 0.522
H 1.576 -3.526 -0.064
H 2.309 -2.366 0.998
H 1.399 -1.833 -1.967
H 3.026 -1.987 -1.462
H 2.082 -0.631 -0.868
C -1.581 0.955 0.308
C -0.808 1.482 1.506
N -1.725 1.991 -0.814
H -0.961 0.185 -0.136
H -2.570 0.623 0.569
H -0.617 2.551 1.574
H 0.164 1.018 1.562
H -2.466 1.674 -1.437
H -1.997 2.887 -0.409
H -0.867 2.030 -1.361
H -1.291 1.269 2.430
*
```

Molecular weight   76.2 g/mol
Relative energy (zero: lowest compared OMol25 entry of this formula, charge and spin)   15.9 kcal/mol
Total energy   -215.283539 Eh
Orbital gap   10.65 eV
LUMO energy   -0.144 Ha
Strongest force on any atom   1.14 eV/A

---

Computed, not measured: a 2-piece molecular cluster, C4H14N overall, with ωB97M-V/def2-TZVPD.

```
! RIJCOSX wB97M-V def2-TZVPD def2/J DEFGRID3
* xyz 1 1
C -0.896 -1.659 0.204
C -1.169 -2.408 -1.117
N 0.513 -1.118 0.176
H -1.524 -0.797 0.388
H -1.062 -2.388 0.985
H -2.017 -2.014 -1.670
H -1.333 -3.471 -0.985
H 0.505 -0.115 -0.017
H 1.068 -1.128 1.026
H 1.112 -1.573 -0.512
H -0.334 -2.268 -1.807
C 0.041 2.372 -0.062
C 1.276 2.355 0.868
H -0.748 1.832 0.471
H -0.440 3.302 -0.360
H 0.310 1.928 -1.027
H 2.006 1.595 0.602
H 0.904 2.244 1.887
H 1.789 3.311 0.952
*
```

Molecular weight   76.2 g/mol
Relative energy (zero: lowest compared OMol25 entry of this formula, charge and spin)   18.9 kcal/mol
Total energy   -215.278733 Eh
Orbital gap   11.91 eV
LUMO energy   -0.129 Ha
Strongest force on any atom   1.53 eV/A

---

Computed, not measured: a 2-piece molecular cluster, C4H14N2 overall, with ωB97M-V/def2-TZVPD.

```
! RIJCOSX wB97M-V def2-TZVPD def2/J DEFGRID3
* xyz 0 1
C 1.191 -1.390 -0.875
N 1.816 -0.248 -0.316
C 2.067 -0.547 1.139
H 0.527 -1.048 -1.686
H 0.585 -1.926 -0.126
H 1.930 -2.091 -1.297
H 2.749 -0.215 -0.746
H 2.493 -1.550 1.309
H 1.050 -0.520 1.565
H 2.690 0.194 1.668
C -2.112 1.810 -0.731
N -2.213 1.096 0.517
C -1.341 -0.060 0.410
H -1.049 2.031 -0.925
H -2.663 2.763 -0.664
H -2.511 1.232 -1.581
H -1.737 1.652 1.239
H -1.355 -0.629 1.354
H -0.291 0.113 0.119
H -1.828 -0.665 -0.373
*
```

Molecular weight   90.2 g/mol
Relative energy (zero: lowest compared OMol25 entry of this formula, charge and spin)   30.0 kcal/mol
Total energy   -270.247776 Eh
Orbital gap   9.86 eV
LUMO energy   0.039 Ha
Strongest force on any atom   3.16 eV/A
SMILES   CNC.CNC

---

Computed, not measured: a 2-piece molecular cluster, C4H14N2 overall, with ωB97M-V/def2-TZVPD.

```
! RIJCOSX wB97M-V def2-TZVPD def2/J DEFGRID3
* xyz 0 1
C 0.823 12.204 7.285
C 1.235 12.203 5.824
N 0.803 10.903 5.285
H -0.252 12.075 7.497
H 1.112 13.235 7.547
H 1.393 11.506 7.922
H 0.812 13.026 5.217
H 2.336 12.316 5.824
H 0.116 10.965 4.525
H 1.577 10.336 4.923
C -0.636 13.166 9.857
C -1.113 12.277 11.024
N -0.149 11.550 11.842
H -0.189 12.595 9.026
H 0.096 13.916 10.203
H -1.529 13.693 9.482
H -1.666 12.924 11.731
H -1.830 11.543 10.608
H 0.401 12.315 12.247
H -0.541 11.030 12.635
*
```

Molecular weight   90.2 g/mol
Relative energy (zero: lowest compared OMol25 entry of this formula, charge and spin)   22.8 kcal/mol
Total energy   -270.259166 Eh
Orbital gap   10.04 eV
LUMO energy   0.040 Ha
Strongest force on any atom   1.82 eV/A
SMILES   CCN.CCN